(1)
Molecular formula: C24H24ClNO4
Method: DFT, ωB97M-V/def2-TZVPD

Bonds (Å) are listed after each position.
CARTESIAN COORDINATES (ANGSTROEM)
1 C 3.67474 -2.55085 -4.67640  H2 1.095, O3 1.406, H53 1.089, H54 1.095
2 H 3.63847 -3.63060 -4.49866  C1 1.095
3 O 2.68874 -1.87075 -3.94086  C1 1.406, C4 1.371
4 C 1.37041 -2.12321 -4.21794  O3 1.371, C5 1.389, C9 1.408
5 C 0.94687 -3.08360 -5.12715  C4 1.389, C6 1.384, H52 1.078
6 C -0.40131 -3.32333 -5.32695  C5 1.384, C7 1.380, H51 1.079
7 C -1.34391 -2.60480 -4.62096  C6 1.380, C8 1.387, H50 1.080
8 C -0.95024 -1.62021 -3.72664  C7 1.387, C9 1.399, C15 1.507
9 C 0.40968 -1.36775 -3.51871  C4 1.408, C8 1.399, O10 1.366
10 O 0.70395 -0.41800 -2.58208  C9 1.366, C11 1.412
11 C 1.81470 0.43391 -2.76535  O10 1.412, H12 1.090, H13 1.093, H14 1.092
12 H 1.61050 1.30490 -2.14200  C11 1.090
13 H 2.74631 -0.04047 -2.44721  C11 1.093
14 H 1.90872 0.74927 -3.80675  C11 1.092
15 C -1.97790 -0.80224 -2.98850  C8 1.507, N16 1.449, H48 1.095, H49 1.096
16 N -1.79238 -0.83217 -1.55206  C15 1.449, C17 1.352, C44 1.440
17 C -1.56103 0.32682 -0.89613  N16 1.352, O18 1.218, C19 1.498
18 O -1.66776 1.41886 -1.42450  C17 1.218
19 C -1.16125 0.20226 0.54217  C17 1.498, C20 1.391, C24 1.388
20 C 0.09512 -0.29963 0.86469  C19 1.391, C21 1.382, H43 1.079
21 C 0.51175 -0.33153 2.18163  C20 1.382, C22 1.390, H42 1.081
22 C -0.32309 0.12427 3.19539  C21 1.390, C23 1.388, C27 1.510
23 C -1.57538 0.62655 2.87017  C22 1.388, C24 1.383, H26 1.080
24 C -1.98662 0.68028 1.55059  C19 1.388, C23 1.383, H25 1.080
25 H -2.95298 1.09001 1.29814  C24 1.080
26 H -2.22372 0.98641 3.65526  C23 1.080
27 C 0.13090 0.05559 4.63436  C22 1.510, O28 1.411, H40 1.097, H41 1.099
28 O -0.50470 0.97573 5.49461  C27 1.411, C29 1.361
29 C -0.24486 2.30316 5.34566  O28 1.361, C30 1.391, C34 1.396
30 C 0.56695 2.85623 4.36099  C29 1.391, C31 1.385, H39 1.078
31 C 0.76561 4.22574 4.31385  C30 1.385, C32 1.383, H38 1.079
32 C 0.15673 5.04574 5.24585  C31 1.383, C33 1.387, Cl37 1.730
33 C -0.65963 4.50853 6.23020  C32 1.387, C34 1.378, H36 1.078
34 C -0.85675 3.14521 6.27656  C29 1.396, C33 1.378, H35 1.078
35 H -1.48572 2.70342 7.03300  C34 1.078
36 H -1.13395 5.15403 6.95233  C33 1.078
37 Cl 0.41185 6.75604 5.18356  C32 1.730
38 H 1.39331 4.65118 3.54679  C31 1.079
39 H 1.03980 2.23767 3.61543  C30 1.078
40 H -0.13280 -0.92419 5.05060  C27 1.097
41 H 1.22287 0.16652 4.69309  C27 1.099
42 H 1.49294 -0.71281 2.42840  C21 1.081
43 H 0.74411 -0.64727 0.07530  C20 1.079
44 C -1.75295 -2.13649 -0.94327  N16 1.440, H45 1.094, H46 1.092, H47 1.088
45 H -0.80304 -2.64140 -1.14166  C44 1.094
46 H -2.55785 -2.74530 -1.36086  C44 1.092
47 H -1.89314 -2.05568 0.13261  C44 1.088
48 H -1.89789 0.25114 -3.27701  C15 1.095
49 H -2.98164 -1.16536 -3.23792  C15 1.096
50 H -2.39600 -2.79210 -4.77429  C7 1.080
51 H -0.70733 -4.07985 -6.03291  C6 1.079
52 H 1.66866 -3.66499 -5.67752  C5 1.078
53 H 4.62626 -2.16082 -4.31740  C1 1.089
54 H 3.58590 -2.35407 -5.74953  C1 1.095

**Net charge**: 0
**Energy**: -1744.83928 Ha
**2S+1**: 1

(2)
Molecular formula: C5H11NO
Method: DFT, ωB97M-V/def2-TZVPD

Bonds (Å) are listed after each position.
CARTESIAN COORDINATES (ANGSTROEM)
1 C -1.56580 -1.66007 1.06268  C4 1.490, H7 1.082, H8 1.078, H9 1.076
2 N -0.69150 0.30164 -1.05706  C3 1.399, H10 1.001, H11 1.005
3 C 0.16508 -0.22427 -0.08400  N2 1.399, C4 1.345, C6 1.473
4 C -0.22011 -1.03728 0.91639  C1 1.490, C3 1.345, H12 1.083
5 C 2.11240 0.52460 -1.45391  C6 1.331, H13 1.081, H14 1.076
6 C 1.58660 -0.20165 -0.47086  C3 1.473, C5 1.331, H15 1.084
7 H -2.18912 -1.47122 0.19911  C1 1.082
8 H -1.52746 -2.71671 1.27167  C1 1.078
9 H -2.05374 -1.24090 1.92508  C1 1.076
10 H -1.68069 0.17734 -0.96588  N2 1.001
11 H -0.33390 0.20665 -1.99125  N2 1.005
12 H 0.61091 -1.38720 1.51614  C4 1.083
13 H 1.49853 1.31578 -1.86229  C5 1.081
14 H 3.18701 0.53844 -1.50821  C5 1.076
15 H 2.21835 -0.91075 0.05085  C6 1.084
16 H 0.08258 1.96663 0.73465  O18 0.966
17 H -0.71046 3.22952 0.51343  O18 0.967
18 O -0.48867 2.58945 1.20347  H16 0.966, H17 0.967

**Net charge**: 0
**Energy relative to the best compared isomer or geometry (same formula, charge and spin)**: 2.0192 eV
**Energy**: -327.05714 Ha
**2S+1**: 1

no.,orbital gap (eV)
1,9.05
2,9.00